Entry a
ORCA calculation (ωB97M-V/def2-TZVPD) on a 2-piece molecular cluster, C4H12N2O overall.

Atoms and positions in Å:
C  2.35  1.78  -0.84
C  1.25  0.73  -1.00
C  1.17  -0.28  0.14
N  0.33  -1.38  -0.23
C  -0.47  -1.90  0.59
N  -0.67  -1.56  1.91
H  2.52  2.33  -1.76
H  2.01  2.55  -0.14
H  3.25  1.34  -0.44
H  0.28  1.23  -1.10
H  1.41  0.12  -1.88
H  0.95  0.24  1.09
H  2.17  -0.70  0.33
H  -1.07  -2.73  0.25
H  -1.49  -1.99  2.33
H  -0.29  -0.72  2.28
O  -3.33  1.81  -0.62
H  -2.48  1.59  -1.05
H  -3.69  0.96  -0.32

Values from the calculation:
HOMO energy = -9.14 eV
orbital gap = 9.81 eV
structure (SMILES) = CCC/N=C\N.O
M = 104.15 g/mol

Atomic partial charges in e from the Löwdin method, atoms 1 to 2:
1 C -0.11
2 C -0.26



Entry b
ORCA calculation (ωB97M-V/def2-TZVPD) on C4H12N2O in the gas phase.

Atoms and positions in Å:
N  -0.46  -1.06  2.37
C  0.00  0.32  2.12
C  -0.50  0.84  0.76
C  0.20  0.07  -0.37
N  1.45  0.68  -0.85
C  -0.72  -0.08  -1.59
O  -0.09  -0.84  -2.61
H  -1.42  -0.96  2.69
H  -0.04  -1.43  3.22
H  1.09  0.29  1.98
H  -0.20  1.00  2.95
H  -0.20  1.88  0.75
H  -1.59  0.72  0.71
H  0.39  -0.95  -0.05
H  1.36  1.68  -0.97
H  2.21  0.45  -0.24
H  -1.67  -0.54  -1.31
H  -0.96  0.94  -1.94
H  0.48  -0.18  -3.03

Values from the calculation:
HOMO energy = -9.28 eV
orbital gap = 10.26 eV
structure (SMILES) = NCC[C@H](N)CO
M = 104.15 g/mol

Atomic partial charges in e from the Löwdin method, atoms 1 to 2:
1 N -0.01
2 C -0.29



Entry c
ORCA calculation (ωB97M-V/def2-TZVPD) on C4H12N2O as an isolated structure.

Atoms and positions in Å:
C  -0.43  0.43  0.85
C  -0.66  0.16  -2.09
C  -0.40  -1.94  -0.94
C  1.14  1.80  1.85
N  -0.75  -0.54  -0.83
N  0.78  0.61  0.31
O  -0.73  -0.45  1.82
H  -0.04  -1.13  1.86
H  1.39  -0.19  0.48
H  -1.16  1.24  0.79
H  -0.85  1.23  -1.94
H  -1.42  -0.21  -2.80
H  0.32  0.05  -2.58
H  -1.07  -2.46  -1.65
H  0.63  -2.11  -1.29
H  -0.53  -2.46  0.01
H  0.85  2.77  1.47
H  0.70  1.56  2.81
H  2.22  1.65  1.87

Values from the calculation:
HOMO energy (alpha / beta) = -6.65 / -6.66 eV
orbital gap (alpha / beta) = 7.34 / 7.34 eV
M = 104.15 g/mol

Atomic partial charges in e from the Löwdin method, atoms 1 to 2:
1 C -0.40
2 C -0.19



Entry d
ORCA calculation (ωB97M-V/def2-TZVPD) on C4H12N2O in the gas phase.

Atoms and positions in Å:
C  2.30  0.07  1.59
C  1.37  0.15  0.41
O  1.17  -1.11  -0.25
C  -0.13  0.62  0.93
N  -0.97  0.79  -0.24
C  -1.96  -0.17  -0.81
N  -1.49  -0.80  -2.07
H  1.95  -0.50  2.52
H  2.62  1.10  1.81
H  3.20  -0.38  1.25
H  1.79  0.93  -0.40
H  0.52  -0.85  -0.95
H  -0.62  -0.36  1.45
H  -0.07  1.55  1.60
H  -0.98  1.72  -0.81
H  -2.24  -1.06  -0.09
H  -2.80  0.47  -0.82
H  -1.80  -0.41  -2.85
H  -1.88  -1.74  -2.27

Values from the calculation:
HOMO energy = -8.23 eV
orbital gap = 9.27 eV
structure (SMILES) = C[C@@H](O)CNCN
M = 104.15 g/mol

Atomic partial charges in e from the Löwdin method, atoms 1 to 2:
1 C -0.10
2 C -0.43



Stability ranking, top and bottom: entry a is the most stable and entry c is the least stable.



Entry a
ORCA calculation (ωB97M-V/def2-TZVPD) on a 3-piece molecular cluster, C4H12N2O overall.

Atoms and positions in Å:
C  -1.19  0.43  -0.23
N  0.15  -0.07  0.03
N  0.41  -0.92  1.12
C  1.03  1.78  0.90
C  0.68  2.99  0.50
H  0.34  -0.35  1.96
H  -0.29  -1.65  1.13
H  1.99  1.55  1.35
H  -1.18  0.97  -1.17
H  -1.90  -0.40  -0.29
H  -1.48  1.10  0.58
H  -0.27  3.19  0.01
H  1.31  3.87  0.64
C  -0.11  -2.03  -1.35
O  -0.56  -3.07  -0.55
H  0.20  -3.48  -0.12
H  0.88  -2.16  -1.78
H  -0.88  -1.72  -2.05
H  0.86  -0.03  -0.67

Values from the calculation:
HOMO energy (alpha / beta) = -6.94 / -6.77 eV
orbital gap (alpha / beta) = 7.80 / 7.64 eV
M = 104.15 g/mol

Atomic partial charges in e from the Löwdin method, atoms 1 to 2:
1 C -0.10
2 N -0.27



Entry b
ORCA calculation (ωB97M-V/def2-TZVPD) on a 2-piece molecular cluster, C4H12N2O overall.

Atoms and positions in Å:
C  -0.99  -1.67  -1.38
C  -1.15  -0.32  -0.67
C  0.09  0.60  -1.03
N  0.62  0.97  1.86
C  1.11  1.80  0.78
N  0.15  1.73  -0.24
H  -1.90  -2.22  -1.45
H  -0.27  -2.22  -0.77
H  -0.44  -1.49  -2.30
H  -1.15  -0.44  0.41
H  -2.02  0.22  -1.04
H  0.97  -0.03  -0.98
H  -0.06  0.90  -2.08
H  1.05  2.83  1.13
H  -0.04  1.30  2.55
H  2.04  1.34  0.50
H  0.37  -0.02  1.61
H  1.14  -1.80  1.84
O  0.46  -1.49  1.25

Values from the calculation:
HOMO energy = -8.09 eV
orbital gap = 4.95 eV
M = 104.15 g/mol

Atomic partial charges in e from the Löwdin method, atoms 1 to 2:
1 C -0.09
2 C -0.20



Entry c
ORCA calculation (ωB97M-V/def2-TZVPD) on C4H12N2O as an isolated structure.

Atoms and positions in Å:
C  -0.95  1.38  2.62
C  0.03  1.64  -0.84
C  -0.91  0.12  2.98
C  0.11  0.27  -0.45
N  0.19  -0.84  -0.17
H  -0.22  -2.71  1.35
H  -1.85  1.85  2.25
H  -0.08  2.02  2.70
H  -0.99  2.00  -0.69
H  0.29  1.71  -1.89
H  0.72  2.23  -0.24
H  -1.78  -0.52  2.90
H  -0.27  -3.44  1.64
H  -0.01  -0.35  3.35
N  1.07  -1.58  -3.08
O  1.31  -0.18  -3.23
H  2.18  -0.12  -3.65
H  0.15  -1.74  -3.49
H  0.99  -1.75  -2.08

Values from the calculation:
HOMO energy = -9.73 eV
orbital gap = 10.55 eV
M = 104.15 g/mol

Atomic partial charges in e from the Löwdin method, atoms 1 to 2:
1 C -0.10
2 C -0.06



Stability ranking, top and bottom: entry c is the most stable and entry a is the least stable.



Entry a
ORCA calculation (ωB97M-V/def2-TZVPD) on C4H12N2O in the gas phase.

Atoms and positions in Å:
N  -2.04  1.70  0.10
C  -1.66  0.31  0.39
C  -0.13  0.17  0.15
N  0.33  0.87  -1.12
C  0.38  -1.28  0.16
C  1.93  -1.39  0.18
O  2.55  -0.71  -0.86
H  -2.83  2.10  0.61
H  -1.35  2.29  0.57
H  -1.70  0.12  1.46
H  -2.33  -0.36  -0.15
H  0.47  0.75  0.85
H  -0.40  0.68  -1.80
H  0.23  1.87  -1.03
H  0.06  -1.91  -0.69
H  -0.07  -1.80  1.02
H  2.25  -1.00  1.15
H  2.30  -2.42  0.19
H  2.00  0.03  -1.17

Values from the calculation:
HOMO energy = -9.48 eV
orbital gap = 10.34 eV
structure (SMILES) = NC[C@H](N)CCO
M = 104.15 g/mol

Atomic partial charges in e from the Löwdin method, atoms 1 to 2:
1 N -0.03
2 C -0.24



Entry b
ORCA calculation (ωB97M-V/def2-TZVPD) on a 2-piece molecular cluster, C4H12N2O overall.

Atoms and positions in Å:
C  3.32  -0.61  -0.92
N  2.23  -0.35  -1.86
C  1.08  -0.84  -1.30
C  -0.30  -0.37  -1.93
O  1.01  -1.71  -0.47
H  2.90  -0.61  0.07
H  3.72  -1.58  -1.07
H  4.16  0.14  -1.16
H  2.30  0.58  -2.52
H  -0.60  -1.18  -2.76
H  -0.41  0.70  -2.47
H  -1.15  -0.43  -0.93
C  -2.88  2.08  3.37
N  -3.76  1.31  2.35
H  -3.35  2.93  3.86
H  -2.48  1.16  4.10
H  -1.99  2.45  2.86
H  -3.32  0.40  2.12
H  -4.50  0.98  2.92

Values from the calculation:
HOMO energy = -9.42 eV
orbital gap = 10.12 eV
structure (SMILES) = CNC(C)=O.CN
M = 104.15 g/mol

Atomic partial charges in e from the Löwdin method, atoms 1 to 2:
1 C -0.11
2 N -0.03



Entry c
ORCA calculation (ωB97M-V/def2-TZVPD) on a 2-piece molecular cluster, C4H12N2O overall.

Atoms and positions in Å:
H  2.10  -0.42  -0.40
N  1.38  -1.09  -0.67
C  0.36  -0.58  -1.17
C  -0.77  -1.37  -1.73
O  0.16  0.82  -1.42
N  1.29  1.61  -1.06
H  -0.60  -1.52  -2.79
H  -1.70  -0.84  -1.60
H  -0.81  -2.34  -1.24
H  0.94  2.33  -0.44
H  1.61  2.06  -1.92
C  -1.13  0.01  1.42
C  0.14  0.32  2.19
H  -1.23  -1.06  1.26
H  -2.01  0.35  1.97
H  -1.12  0.55  0.44
H  0.15  -0.21  3.15
H  1.01  0.01  1.63
H  0.22  1.39  2.39

Values from the calculation:
HOMO energy = -10.17 eV
orbital gap = 11.09 eV
structure (SMILES) = [H]/N=C(/C)ON.CC
M = 104.15 g/mol

Atomic partial charges in e from the Löwdin method, atoms 1 to 2:
1 H 0.05
2 N 0.16



Stability ranking, top and bottom: entry a is the most stable and entry b is the least stable.



Entry a
ORCA calculation (ωB97M-V/def2-TZVPD) on a 2-piece molecular cluster, C4H12N2O overall.

Atoms and positions in Å:
C  0.27  2.25  0.60
N  -0.01  1.64  -0.51
C  -0.05  0.33  -1.00
C  -1.37  -0.56  -0.75
C  -1.46  -1.37  0.51
N  -0.20  -2.10  0.84
H  0.10  3.36  0.52
H  0.53  1.83  1.58
H  0.16  0.36  -2.01
H  0.88  -0.13  -0.56
H  -1.38  -1.19  -1.60
H  -2.28  0.15  -0.81
H  -2.18  -2.18  0.33
H  -1.75  -0.76  1.45
H  -0.20  -3.01  0.60
H  0.62  -1.66  0.44
O  2.78  1.42  0.26
H  2.83  1.08  -0.65
H  2.73  0.54  0.79

Values from the calculation:
HOMO energy = -8.50 eV
orbital gap = 9.16 eV
structure (SMILES) = C=NCCCN.O
M = 104.15 g/mol

Atomic partial charges in e from the Löwdin method, atoms 1 to 2:
1 C -0.05
2 N -0.07



Entry b
ORCA calculation (ωB97M-V/def2-TZVPD) on a 2-piece molecular cluster, C4H12N2O overall.

Atoms and positions in Å:
C  -0.06  -0.93  1.82
C  -0.89  -0.35  0.95
N  -2.14  -0.89  0.67
C  -0.55  0.86  0.15
C  -0.20  0.63  -1.31
N  0.84  -0.38  -1.46
H  -0.24  -1.80  2.44
H  0.90  -0.50  2.05
H  -2.80  -0.43  0.06
H  -2.47  -1.72  1.14
H  -1.45  1.49  0.07
H  0.21  1.44  0.67
H  -1.11  0.48  -1.92
H  0.11  1.53  -1.85
H  0.70  -1.16  -0.83
H  0.87  -0.76  -2.39
O  2.71  1.20  -0.05
H  3.31  0.64  0.48
H  2.27  0.66  -0.71

Values from the calculation:
HOMO energy = -8.13 eV
orbital gap = 9.06 eV
structure (SMILES) = C=C(N)CCN.O
M = 104.15 g/mol

Atomic partial charges in e from the Löwdin method, atoms 1 to 2:
1 C 0.02
2 C -0.45



Stability ranking, top and bottom: entry b is the most stable and entry a is the least stable.